271
Properties=species:S:1:pos:R:3:forces:R:3:lowdin_charge:R:1 method="wB97M-V/def2-TZVPD" homo_ev=-8.78 homo_lumo_gap_ev=9.097 fmax_ha_per_bohr=0.0951
C 0.810305 0.099100 9.512479 1.02 -0.50 -0.41 -0.05
C 1.753585 -0.372100 8.386049 0.10 -0.97 -0.23 -0.39
C 3.044235 -0.988620 9.095619 -0.26 1.32 -1.93 -0.17
O 3.961715 -1.438130 8.059709 0.24 -0.48 1.65 -0.19
C 4.986955 -2.326770 8.578839 -0.79 -0.04 -0.30 -0.09
N 1.140965 -1.272400 7.399769 -0.07 -0.25 0.88 0.05
H 0.208945 0.969700 9.250729 0.08 -0.11 0.09 0.05
H 1.521795 0.293630 10.314999 -0.47 0.68 0.41 0.06
H 0.184855 -0.711780 9.885829 -0.18 -0.05 -0.26 0.08
H 2.023925 0.427660 7.696559 0.69 0.68 0.83 0.12
H 2.839525 -1.746480 9.851829 -0.29 -0.34 -0.25 0.11
H 3.455385 -0.119000 9.608279 0.55 -0.04 0.22 0.11
H 4.571475 -3.307680 8.809699 -0.26 -0.21 -0.37 0.06
H 5.437155 -2.049860 9.532119 0.06 0.83 -0.06 0.08
H 5.759425 -2.451110 7.819939 -0.12 0.19 0.03 0.09
H 1.937185 -1.676760 6.927929 0.27 0.13 -0.71 0.03
H 0.876215 -2.107560 7.902289 -0.64 0.10 0.11 0.02
C 0.572755 -4.333910 -7.622321 0.07 0.05 -0.16 -0.05
C -0.329495 -4.591050 -8.853181 0.74 -0.49 1.74 -0.40
C 0.297215 -5.366720 -10.045121 0.51 1.15 -0.84 -0.17
O 0.016175 -4.702190 -11.272671 -1.13 0.47 -0.52 -0.23
C 0.631975 -3.433210 -11.577321 -0.34 -1.86 0.33 -0.07
N -1.492185 -5.267280 -8.290441 -0.59 -0.63 -1.19 0.01
H 1.463835 -3.738520 -7.821271 -0.07 0.05 0.03 0.08
H 0.867485 -5.253640 -7.117021 0.38 -0.55 -0.63 0.07
H 0.004365 -3.915640 -6.791601 -0.23 0.79 -0.44 0.05
H -0.804145 -3.687280 -9.235291 0.75 0.36 -0.16 0.12
H -0.094025 -6.364440 -10.244111 -0.48 -0.01 0.57 0.12
H 1.373635 -5.537330 -10.027341 0.44 0.32 0.65 0.11
H 0.356405 -2.614210 -10.912941 0.24 -0.15 0.43 0.06
H 0.236565 -3.179280 -12.560821 0.41 -0.06 -0.08 0.09
H 1.684595 -3.716110 -11.568811 0.39 1.08 -0.23 0.09
H -1.849175 -5.610840 -9.170561 -1.46 -0.25 0.00 0.07
H -1.240125 -6.140950 -7.850811 0.43 -0.13 0.49 0.04
C -0.281655 1.217530 -0.065301 -1.07 -1.20 -0.23 -0.05
C -0.340015 0.023840 1.002939 0.78 1.23 -3.74 -0.38
C 0.533795 -1.158260 0.400889 -0.35 0.48 1.41 -0.20
O 0.043215 -1.812280 -0.750911 0.25 0.65 -0.09 -0.19
C 1.044535 -2.623900 -1.375111 -2.06 -0.42 0.07 -0.08
N 0.210375 0.528780 2.233189 0.78 -1.53 -0.95 0.05
H -0.828255 2.119210 0.210929 0.70 0.29 1.04 0.04
H -0.911705 1.014760 -0.931331 0.22 -0.93 -0.38 0.05
H 0.720865 1.380210 -0.461021 0.10 0.31 0.40 0.08
H -1.399075 -0.210960 1.109519 -0.14 -0.54 -0.11 0.11
H 0.715605 -1.873800 1.202789 -0.38 -0.49 0.22 0.08
H 1.538465 -0.756810 0.268309 0.14 0.41 -0.53 0.09
H 1.195435 -3.498980 -0.743001 1.17 0.20 0.48 0.08
H 1.884645 -2.035670 -1.744301 0.26 -0.24 0.37 0.08
H 0.528555 -3.121100 -2.196481 0.07 0.46 -0.52 0.06
H -0.115705 1.484600 2.246389 -0.46 0.02 1.24 0.01
H -0.206475 -0.134580 2.870599 0.12 0.85 1.24 0.02
C 4.580435 0.208990 0.826859 -1.59 -0.78 -0.08 -0.06
C 5.120465 0.773870 -0.438611 1.53 1.59 -1.86 -0.43
C 4.913155 0.032990 -1.791591 1.01 -0.65 1.86 -0.21
O 5.464405 0.791080 -2.831951 -0.99 1.00 -1.26 -0.20
C 4.975465 0.384420 -4.126931 -0.13 0.28 0.85 -0.07
N 4.626455 2.158490 -0.700301 -0.91 -1.56 0.98 0.04
H 3.501835 0.075550 0.743629 -0.29 -0.20 -0.25 0.06
H 4.614235 0.874530 1.689429 0.75 0.11 -0.05 0.08
H 4.989925 -0.777800 1.042849 0.20 0.13 0.21 0.09
H 6.192875 0.904600 -0.293911 0.48 -0.47 -0.08 0.13
H 3.844665 -0.179320 -1.755001 -0.35 0.03 -1.08 0.12
H 5.527305 -0.863880 -1.872521 -0.51 -0.82 0.78 0.12
H 3.885465 0.385130 -4.124441 -0.16 -0.16 0.06 0.08
H 5.324135 -0.621010 -4.362841 0.13 -0.04 -0.15 0.08
H 5.272015 1.111610 -4.882811 0.38 -0.12 0.20 0.09
H 5.068525 2.492430 -1.544781 0.30 0.46 0.42 0.06
H 4.860495 2.593770 0.180529 0.09 1.15 -0.53 0.06
C -1.599795 6.229370 -3.139301 1.00 -0.61 -0.43 -0.04
C -0.844965 4.938530 -2.649971 -0.66 1.58 1.08 -0.37
C 0.573475 5.191100 -2.226281 0.11 1.56 -0.96 -0.23
O 0.600795 6.156820 -1.186461 1.16 -0.45 0.16 -0.20
C 1.943575 6.469220 -0.796651 -0.75 -0.08 0.84 -0.09
N -1.618235 4.467740 -1.450541 0.31 -0.40 -2.22 0.09
H -2.613955 5.934090 -3.408371 -0.05 0.34 0.29 0.07
H -1.155395 6.761740 -3.980241 0.25 -0.67 -0.59 0.07
H -1.519345 7.047970 -2.424091 -0.58 -0.47 0.73 0.07
H -0.653855 4.185410 -3.414421 -1.15 -0.25 -0.23 0.13
H 1.085195 5.664350 -3.064301 0.34 -0.17 -0.44 0.12
H 1.070375 4.238980 -2.040131 0.21 -0.06 0.74 0.13
H 1.805565 6.970860 0.161169 0.39 0.37 -0.07 0.07
H 2.523525 7.103530 -1.467031 -0.35 0.07 -0.37 0.09
H 2.521375 5.568890 -0.587781 0.06 -0.26 -0.16 0.09
H -1.513055 5.203750 -0.766931 0.22 -0.32 0.45 0.06
H -1.144315 3.608820 -1.210221 -0.12 0.00 0.93 0.04
C -3.325115 1.955140 3.359529 -0.73 -0.45 0.40 -0.05
C -2.630715 3.212430 2.933069 -0.53 0.69 1.10 -0.42
C -3.016925 4.390010 3.893379 -1.77 0.52 -1.11 -0.13
O -4.448185 4.722420 3.619519 1.39 0.60 1.63 -0.21
C -4.932085 5.779050 4.495699 -0.02 -1.26 0.15 -0.10
N -1.214885 3.010890 2.889129 1.10 0.96 -0.65 0.04
H -2.870435 1.618070 4.291059 -0.20 0.04 0.32 0.06
H -3.260555 1.092920 2.695809 0.29 0.27 -0.46 0.07
H -4.387875 2.157830 3.492069 -0.03 -0.10 0.27 0.08
H -2.917145 3.489640 1.918569 -0.27 0.11 -0.03 0.13
H -2.465665 5.323620 3.781229 0.43 0.01 -0.88 0.10
H -2.814565 4.202920 4.947959 -0.50 -0.81 0.32 0.10
H -4.624625 5.649260 5.533349 0.46 -0.40 0.15 0.07
H -6.012775 5.654230 4.563819 -0.04 0.35 -0.51 0.08
H -4.624445 6.797140 4.257069 -0.03 -0.04 -0.68 0.08
H -0.895875 3.849360 2.425129 0.65 0.11 -0.88 0.03
H -0.698975 3.167560 3.743169 -0.62 -0.62 0.94 0.03
C 0.102365 7.057840 2.804179 0.50 1.14 0.83 -0.04
C 1.126535 5.892470 2.743759 -0.74 0.61 2.08 -0.40
C 1.432425 5.040170 4.029229 -1.16 1.29 0.81 -0.20
O 2.686795 4.417400 4.025139 -0.42 1.09 -1.69 -0.17
C 2.868695 3.381930 4.927579 -0.04 -0.53 -0.25 -0.11
N 0.610275 5.032020 1.769939 0.33 -1.70 -1.53 0.04
H 0.133505 7.577910 1.846759 0.49 0.19 -0.08 0.07
H 0.317395 7.772600 3.598519 0.55 0.27 -0.10 0.07
H -0.979855 6.991190 2.915819 -0.05 -1.55 0.18 0.06
H 2.086755 6.312760 2.444709 0.30 0.32 0.16 0.13
H 0.675115 4.298060 4.281919 -0.32 -0.27 -0.69 0.08
H 1.288315 5.699670 4.885019 0.62 0.47 0.37 0.10
H 2.938325 3.796580 5.933219 0.65 -0.34 0.24 0.09
H 3.702115 2.847370 4.471769 0.55 0.03 1.03 0.10
H 2.081715 2.628020 4.947259 -0.65 0.14 -0.19 0.07
H 0.793675 5.446850 0.867499 -0.49 -0.26 -0.39 0.04
H 1.237775 4.243710 1.840089 -0.07 -0.82 -0.69 0.10
C -0.373755 -5.809660 1.873189 1.52 1.04 0.85 -0.07
C -0.691555 -6.098490 0.454199 -0.06 -1.89 0.03 -0.42
C 0.278365 -7.093030 -0.228921 0.73 -0.79 -1.44 -0.19
O 0.061175 -8.478140 0.095269 0.09 -1.22 0.96 -0.23
C 1.127845 -9.392020 -0.332881 -0.45 1.68 0.08 -0.06
N -2.006265 -6.735330 0.494189 -0.53 0.12 -1.08 0.05
H 0.506545 -5.172590 1.958599 0.08 0.44 -0.04 0.05
H -0.026635 -6.680800 2.428829 -0.61 -0.38 -0.04 0.09
H -1.217555 -5.313120 2.352309 0.08 -0.20 0.11 0.06
H -0.788935 -5.216630 -0.179001 0.37 0.22 0.15 0.12
H 1.344095 -6.887620 -0.128231 0.18 0.41 0.53 0.11
H 0.115555 -7.093900 -1.306691 -0.18 0.63 -0.30 0.07
H 2.039475 -8.948700 0.067739 0.40 -0.19 -0.44 0.08
H 1.113595 -9.488370 -1.418521 0.29 0.43 -0.20 0.08
H 1.095395 -10.427310 0.006589 -0.91 0.32 0.71 0.08
H -1.815955 -7.727020 0.514869 -0.24 -0.42 0.41 0.06
H -2.339975 -6.607560 -0.450491 -0.74 -0.12 -0.26 0.07
C -2.294715 3.065760 -6.183351 -0.17 -0.67 -1.19 -0.03
C -1.220385 3.080210 -7.307471 -0.57 0.58 0.22 -0.18
O -0.108695 3.700370 -6.675581 1.15 0.52 0.10 0.01
C 0.983245 2.985850 -6.419231 -0.38 -0.12 -0.18 -0.61
O 1.179205 1.848850 -6.746561 0.25 -0.43 0.09 0.13
O 1.807205 3.771610 -5.744551 -1.14 1.41 0.55 -0.01
C 2.974905 3.295950 -5.152951 0.97 -0.03 -0.24 -0.05
H -1.893705 2.613240 -5.276411 0.11 0.00 -0.05 0.07
H -3.177345 2.495790 -6.473501 0.04 -0.11 -0.07 0.07
H -2.642175 4.073160 -5.954191 0.31 0.07 -0.03 0.08
H -1.446655 3.745310 -8.140871 -0.54 0.30 0.23 0.12
H -0.908475 2.185810 -7.846781 -0.25 -0.59 0.88 0.11
H 2.837335 2.282770 -4.775261 0.39 -0.03 -0.38 0.08
H 3.294265 3.943350 -4.336271 -0.68 0.13 0.21 0.09
H 3.745915 3.483440 -5.900271 0.42 -1.02 0.01 0.10
C 3.279225 -1.951950 4.389249 0.41 0.12 -0.62 -0.04
C 2.617675 -2.259530 3.037189 1.25 0.04 1.58 -0.21
O 3.617285 -2.964570 2.277709 -0.66 -0.37 -0.66 0.01
C 3.573485 -4.284510 2.220889 -0.04 -1.83 1.48 -0.53
O 2.929385 -5.058850 2.962999 1.65 2.13 -2.26 0.07
O 4.478405 -4.621610 1.260609 -0.73 0.04 0.48 -0.02
C 5.210805 -5.827810 1.405819 0.84 -0.83 1.06 -0.06
H 2.725735 -1.205210 4.958559 -0.08 -0.25 0.09 0.07
H 4.257245 -1.537860 4.144089 0.06 0.32 0.10 0.08
H 3.518565 -2.855660 4.949729 -0.48 -0.04 0.20 0.08
H 2.530355 -1.309220 2.510519 -0.83 -0.31 -0.07 0.10
H 1.747285 -2.891310 3.214319 -0.07 0.35 -0.66 0.04
H 5.237185 -6.173440 2.439239 -0.69 0.03 0.17 0.09
H 6.269475 -5.629500 1.238489 -0.26 0.27 -0.69 0.08
H 4.881385 -6.656550 0.779109 -0.18 0.39 -0.17 0.09
C 2.402835 -5.712960 11.386309 1.34 0.08 -0.10 -0.06
C 2.445955 -4.759590 10.121399 -0.90 -0.73 2.59 -0.18
O 2.410375 -5.481670 8.865109 0.40 0.64 1.15 0.06
C 1.693685 -4.959520 7.877259 -2.11 1.99 0.24 -0.52
O 1.092155 -3.860050 7.961979 1.66 -3.61 -0.76 0.05
O 1.645385 -5.860590 6.899089 0.32 0.28 -0.55 0.03
C 1.111965 -5.467280 5.603439 -0.87 1.75 0.35 -0.01
H 1.501665 -5.631950 11.994109 -0.27 -0.30 -0.58 0.07
H 3.184555 -5.431290 12.091769 0.16 0.69 -0.02 0.06
H 2.739005 -6.742320 11.261829 -0.70 -0.18 -0.68 0.07
H 3.267075 -4.064470 10.296569 0.46 -0.45 -1.06 0.09
H 1.583225 -4.141770 10.370599 -0.35 0.05 -1.33 0.11
H 1.574475 -4.546510 5.247939 0.66 -0.28 0.02 0.06
H 0.089165 -5.112870 5.731349 -0.29 -0.53 0.15 0.08
H 1.156965 -6.222330 4.818599 0.41 -0.30 0.77 0.09
C 4.233055 -3.505370 -3.527861 -0.13 -1.10 -0.21 -0.06
C 4.964045 -4.154360 -2.388461 0.59 -0.40 0.40 -0.17
O 6.131175 -4.847270 -2.975091 -1.55 0.92 -0.36 0.05
C 6.838585 -5.737840 -2.344661 2.66 0.39 2.38 -0.54
O 6.738875 -6.120180 -1.182341 -0.36 0.02 -2.17 0.10
O 7.955845 -5.923200 -3.133541 -0.73 0.52 -0.16 -0.01
C 8.992805 -6.762170 -2.704181 0.22 -1.92 1.43 -0.08
H 3.608995 -4.319470 -3.896501 -0.66 0.56 -0.35 0.08
H 4.878065 -3.256590 -4.370571 0.16 0.40 0.33 0.08
H 3.686775 -2.651240 -3.127691 -0.21 -0.10 -0.45 0.06
H 4.326955 -4.866140 -1.863501 0.16 -0.21 -0.10 0.12
H 5.206945 -3.397080 -1.643061 0.95 -0.23 0.03 0.12
H 8.670825 -7.795410 -2.833961 0.12 -0.16 -0.20 0.09
H 9.254225 -6.713450 -1.647121 -0.61 0.54 0.30 0.09
H 9.978625 -6.662980 -3.158521 -0.61 0.76 -0.94 0.09
C -6.114045 11.634160 1.159559 0.77 -1.43 -0.03 -0.06
C -6.327885 10.217140 0.533799 -0.63 1.11 0.11 -0.19
O -5.151115 9.392620 0.723099 -0.92 1.24 0.20 0.03
C -5.187235 8.138610 0.300939 -2.52 -1.20 -3.38 -0.55
O -6.025745 7.635280 -0.518621 2.82 1.68 3.31 0.07
O -4.111035 7.579020 0.794889 0.22 0.32 1.26 0.02
C -3.972505 6.192740 0.702249 -0.09 -1.80 -1.43 -0.05
H -6.721275 12.429620 0.727569 -0.13 -0.37 -0.18 0.07
H -5.063235 11.856220 0.973619 0.01 0.36 0.19 0.07
H -6.299005 11.587700 2.232749 0.16 0.15 -0.01 0.07
H -6.568845 10.372420 -0.517831 0.24 -0.53 -0.09 0.12
H -7.176295 9.745990 1.030099 0.05 -0.25 -0.21 0.12
H -3.914945 5.968110 -0.362801 0.13 -0.47 0.03 0.08
H -4.793135 5.602310 1.109749 -0.28 0.48 0.12 0.10
H -3.079935 5.825130 1.208489 0.16 0.68 0.03 0.08
C -3.657295 -2.885930 1.829609 0.01 -0.62 0.85 -0.09
C -3.321925 -2.653660 0.392049 0.82 -0.11 0.64 -0.20
O -4.517005 -2.070380 -0.118311 -0.10 -0.10 -0.54 0.06
C -4.555205 -1.715790 -1.383021 0.92 1.01 -2.54 -0.61
O -3.644645 -1.632650 -2.194961 -0.22 -0.68 1.14 0.10
O -5.786415 -1.346850 -1.679451 -2.06 -0.09 0.56 0.01
C -6.312125 -0.963120 -2.948021 0.66 0.62 -1.45 -0.03
H -4.518535 -3.539380 1.968809 -0.19 0.07 -0.30 0.09
H -3.877555 -1.942620 2.329369 0.10 -0.01 -0.01 0.05
H -2.861945 -3.398970 2.370269 0.23 0.25 -0.12 0.03
H -3.002275 -3.557750 -0.126171 -0.59 -0.17 -0.25 0.12
H -2.446905 -2.007470 0.322109 -0.26 0.46 -0.29 0.10
H -7.032425 -1.638090 -3.410271 -0.10 -0.60 0.95 0.09
H -5.586825 -0.851050 -3.753921 0.71 -0.05 0.47 0.09
H -6.794645 0.013490 -2.909281 0.08 -0.03 0.65 0.09
C -1.102355 -1.211710 -4.245681 1.94 -0.85 0.58 -0.07
C -2.110755 -0.924480 -5.329871 -0.04 0.40 0.87 -0.18
O -1.512695 -1.181060 -6.610041 0.85 -1.23 -0.38 0.04
C -2.069995 -0.736610 -7.725841 -1.57 3.70 0.40 -0.60
O -3.029805 0.031280 -7.746771 0.40 -1.36 -0.07 0.08
O -1.299455 -0.947840 -8.766201 1.48 -1.49 -1.20 -0.01
C -1.548705 -0.520110 -10.145151 0.03 -0.11 0.97 0.00
H -1.291835 -1.122770 -3.175961 -1.39 0.54 -0.19 0.06
H -0.173495 -0.645410 -4.313731 0.01 0.30 -0.65 0.08
H -0.758565 -2.246040 -4.237431 -0.02 -0.35 -0.59 0.05
H -2.353355 0.135920 -5.260611 -0.61 -0.17 -0.26 0.11
H -2.950415 -1.603300 -5.180641 -0.34 0.43 -0.23 0.13
H -2.162445 0.380540 -10.128751 -0.11 -0.28 -0.23 0.09
H -1.918805 -1.348080 -10.749791 -0.78 0.02 0.44 0.09
H -0.583545 -0.346910 -10.621141 0.20 0.43 0.63 0.08
C -7.910475 5.176770 -2.878471 1.40 0.33 0.23 -0.04
C -6.388415 5.407630 -3.123411 -1.27 -0.14 -2.19 -0.24
O -5.522795 4.747370 -2.224751 0.43 -2.70 0.27 0.00
C -5.190245 3.402180 -2.460401 1.55 -0.92 -2.49 -0.43
O -5.354545 2.673100 -3.490641 -0.50 3.22 3.65 0.05
O -4.356715 3.020210 -1.460211 -1.83 1.74 -0.25 -0.04
C -3.888705 1.689600 -1.462491 0.11 -0.02 -0.72 -0.03
H -7.988095 4.110110 -2.668011 -0.49 0.14 0.47 0.07
H -8.522585 5.376700 -3.757931 0.33 0.08 -0.20 0.07
H -8.227955 5.875780 -2.104721 -0.25 -0.60 0.36 0.07
H -6.135045 6.465580 -3.191591 0.16 -0.08 0.78 0.12
H -6.202475 5.047420 -4.135221 0.28 -0.32 -0.06 0.11
H -3.638195 1.433630 -2.491971 0.02 -0.40 0.12 0.10
H -4.682585 1.049020 -1.078441 0.26 -0.24 0.06 0.10
H -2.984325 1.693910 -0.854071 -0.30 -0.14 0.11 0.07
C -1.784365 -5.084000 -4.438271 0.08 0.91 -0.37 -1.03
Cl -0.284295 -5.703930 -3.731501 0.00 0.08 0.11 0.53
Cl -2.614495 -6.303520 -5.381731 -0.31 -0.22 0.27 0.55
H -2.411895 -4.638190 -3.666551 -0.03 -0.53 0.08 0.03
H -1.530355 -4.272410 -5.120111 0.15 -0.21 -0.03 -0.01
C -1.539895 -1.715670 5.294379 0.18 0.12 0.38 -0.95
Cl -3.277705 -2.029020 5.202199 0.10 0.11 0.04 0.55
Cl -0.655515 -2.551060 3.965849 -0.34 0.40 0.68 0.60
H -1.349645 -0.642790 5.265199 -0.10 -0.15 -0.49 0.00
H -1.181235 -2.030560 6.274339 0.13 -0.41 -0.39 0.01
C -1.231745 3.540210 7.704839 0.66 -0.35 0.76 -0.96
Cl -0.457485 5.128790 7.354899 -0.76 -0.73 -0.10 0.51
Cl -0.731935 2.245850 6.559769 -0.27 0.66 0.43 0.53
H -0.869665 3.275130 8.698189 0.33 -0.16 -0.28 0.01
H -2.313535 3.538600 7.838359 0.06 0.54 -0.85 0.04